Below is a 6-piece molecular cluster, C26H61BN2O9 overall, with properties calculated with the ωB97M-V functional and the def2-TZVPD basis.

Calculated values
HOMO level, eV: -9.3125
Gap between HOMO and LUMO, eV: 9.5
Structure (SMILES): NB(O)[C@@H]1NC(=O)C[C@H]1CC(=O)O.CCOCC.CCOCC.CCOCC.CCOCC.CCOCC

Bonds (Å) are listed after each position.
Element x y z (Å)
1 N 0.47131 5.29890 -0.29551  B2 1.482, H14 1.033, H15 1.037
2 B 0.71517 5.68897 -1.70427  N1 1.482, O3 1.461, C4 1.644
3 O 0.69173 4.67674 -2.75745  B2 1.461, H16 0.984
4 C 0.98051 7.22908 -2.21312  B2 1.644, N5 1.491, C9 1.630, H17 1.144
5 N 2.17877 7.75841 -1.50087  C4 1.491, C6 1.470, H18 1.028
6 C 1.88237 8.99335 -0.76092  N5 1.470, O7 1.242, C8 1.623
7 O 2.43519 9.41086 0.27003  C6 1.242
8 C 0.63220 9.59926 -1.60057  C6 1.623, C9 1.615, H19 1.151, H20 1.139
9 C -0.20824 8.22407 -1.70778  C4 1.630, C8 1.615, C10 1.600, H21 1.146
10 C -1.36701 8.10083 -2.80393  C9 1.600, C11 1.615, H22 1.139, H23 1.150
11 C -2.79629 7.72188 -2.15490  C10 1.615, O12 1.248, O13 1.439
12 O -3.69321 7.14164 -2.79993  C11 1.248
13 O -3.08550 8.10159 -0.79749  C11 1.439, H24 0.983
14 H 1.09032 4.51096 -0.04364  N1 1.033
15 H 0.63346 6.10352 0.33775  N1 1.037
16 H 0.88720 5.14707 -3.59978  O3 0.984
17 H 0.99434 7.40469 -3.34379  C4 1.144
18 H 3.08119 7.72299 -1.99143  N5 1.028
19 H 0.20767 10.36994 -0.85843  C8 1.151
20 H 0.94092 9.99223 -2.62447  C8 1.139
21 H -0.53590 8.08119 -0.61900  C9 1.146
22 H -1.51064 9.11595 -3.30073  C10 1.139
23 H -1.16792 7.26872 -3.57270  C10 1.150
24 H -3.15245 7.29657 -0.23803  O13 0.983
25 C -3.25299 0.19499 -2.09661  C26 1.519, H30 1.094, H31 1.093, H32 1.091
26 C -2.07314 0.59576 -1.22715  C25 1.519, O27 1.422, H33 1.093, H34 1.095
27 O -1.07876 1.33513 -1.92551  C26 1.422, C28 1.423
28 C -1.49596 2.56779 -2.50082  O27 1.423, C29 1.518, H35 1.096, H36 1.090
29 C -2.03072 3.55897 -1.48335  C28 1.518, H37 1.092, H38 1.093, H39 1.091
30 H -2.91330 -0.39574 -2.95310  C25 1.094
31 H -3.96677 -0.39943 -1.51976  C25 1.093
32 H -3.78377 1.06385 -2.48946  C25 1.091
33 H -1.58586 -0.30997 -0.85779  C26 1.093
34 H -2.40562 1.14944 -0.34329  C26 1.095
35 H -2.22813 2.38566 -3.29541  C28 1.096
36 H -0.61861 2.99700 -2.98474  C28 1.090
37 H -2.91887 3.18141 -0.97187  C29 1.092
38 H -2.29963 4.49858 -1.97381  C29 1.093
39 H -1.27830 3.76620 -0.72081  C29 1.091
40 C 2.34272 -0.28341 -2.11812  C41 1.519, H45 1.095, H46 1.093, H47 1.092
41 C 1.22143 -1.06907 -1.46003  C40 1.519, O42 1.422, H48 1.093, H49 1.094
42 O 1.63947 -2.32230 -0.93294  C41 1.422, C43 1.421
43 C 2.64323 -2.27973 0.07219  O42 1.421, C44 1.519, H50 1.095, H51 1.094
44 C 2.23284 -1.49315 1.30480  C43 1.519, H52 1.092, H53 1.093, H54 1.094
45 H 2.79752 -0.86837 -2.92372  C40 1.095
46 H 1.95791 0.65086 -2.53478  C40 1.093
47 H 3.13468 -0.03192 -1.41019  C40 1.092
48 H 0.45795 -1.28539 -2.21103  C41 1.093
49 H 0.72976 -0.47708 -0.68263  C41 1.094
50 H 3.58046 -1.89715 -0.34609  C43 1.095
51 H 2.83665 -3.31642 0.36327  C43 1.094
52 H 2.03349 -0.44487 1.07383  C44 1.092
53 H 3.02496 -1.52662 2.05718  C44 1.093
54 H 1.32018 -1.91164 1.73876  C44 1.094
55 C 5.90729 -4.57090 2.76824  C56 1.520, H60 1.095, H61 1.093, H62 1.091
56 C 6.32583 -3.22225 2.20609  C55 1.520, O57 1.421, H63 1.093, H64 1.095
57 O 5.87130 -2.11941 2.97853  C56 1.421, C58 1.421
58 C 6.31930 -2.06434 4.32622  O57 1.421, C59 1.519, H65 1.095, H66 1.094
59 C 7.83069 -1.99272 4.46050  C58 1.519, H67 1.092, H68 1.093, H69 1.093
60 H 4.81755 -4.62784 2.85384  C55 1.095
61 H 6.25195 -5.37822 2.11676  C55 1.093
62 H 6.32223 -4.74498 3.76245  C55 1.091
63 H 5.88900 -3.10534 1.21116  C56 1.093
64 H 7.41125 -3.17050 2.07436  C56 1.095
65 H 5.91255 -2.90794 4.89378  C58 1.095
66 H 5.88261 -1.16124 4.76175  C58 1.094
67 H 8.32084 -2.87600 4.04667  C59 1.092
68 H 8.11485 -1.91336 5.51257  C59 1.093
69 H 8.22048 -1.12188 3.92630  C59 1.093
70 C -0.21587 -7.61747 3.35279  C71 1.520, H75 1.094, H76 1.093, H77 1.091
71 C 0.13472 -6.13934 3.30935  C70 1.520, O72 1.421, H78 1.093, H79 1.095
72 O 1.46801 -5.88396 2.89045  C71 1.421, C73 1.422
73 C 1.81941 -6.34221 1.59132  O72 1.422, C74 1.519, H80 1.095, H81 1.094
74 C 0.97564 -5.73396 0.48430  C73 1.519, H82 1.092, H83 1.093, H84 1.093
75 H 0.46901 -8.15316 4.01717  C70 1.094
76 H -1.23787 -7.75568 3.71506  C70 1.093
77 H -0.14576 -8.08236 2.36796  C70 1.091
78 H 0.04147 -5.72612 4.31655  C71 1.093
79 H -0.57153 -5.58594 2.68242  C71 1.095
80 H 1.78722 -7.43647 1.55582  C73 1.095
81 H 2.86476 -6.05998 1.43492  C73 1.094
82 H -0.08068 -5.99023 0.58661  C74 1.092
83 H 1.31446 -6.09099 -0.49119  C74 1.093
84 H 1.05072 -4.64357 0.50284  C74 1.093
85 C -5.82503 -4.33022 -0.15705  C86 1.520, H90 1.094, H91 1.093, H92 1.091
86 C -6.33726 -3.04464 0.47109  C85 1.520, O87 1.421, H93 1.093, H94 1.095
87 O -6.54768 -1.99851 -0.46736  C86 1.421, C88 1.421
88 C -7.49051 -2.25604 -1.49929  O87 1.421, C89 1.519, H95 1.095, H96 1.094
89 C -8.88723 -2.55704 -0.98352  C88 1.519, H97 1.092, H98 1.093, H99 1.093
90 H -4.88903 -4.14679 -0.69344  C85 1.094
91 H -5.64736 -5.08546 0.61289  C85 1.093
92 H -6.53581 -4.74561 -0.87344  C85 1.091
93 H -5.59159 -2.67910 1.18117  C86 1.093
94 H -7.24991 -3.22509 1.04778  C86 1.095
95 H -7.12849 -3.05974 -2.14918  C88 1.095
96 H -7.52856 -1.35436 -2.11692  C88 1.094
97 H -8.91010 -3.45538 -0.36370  C89 1.092
98 H -9.57572 -2.70794 -1.81843  C89 1.093
99 H -9.25510 -1.72844 -0.37222  C89 1.093

***

Below is a 6-piece molecular cluster, C26H62Cl2N7O9P2 overall, with properties calculated with the ωB97M-V functional and the def2-TZVPD basis.

Calculated values
HOMO level, eV: -10.5552
Gap between HOMO and LUMO, eV: 5.7
Charge: +1

Bonds (Å) are listed after each position.
Element x y z (Å)
1 N -1.80712 -4.58080 0.05432  P2 1.719, H17 1.023, H18 1.018
2 P -3.30902 -4.34990 -0.74852  N1 1.719, O3 1.614, C4 1.872
3 O -4.36501 -5.14876 0.17465  P2 1.614, H19 0.965
4 C -3.55271 -2.49591 -0.65604  P2 1.872, C5 1.390, N15 1.355
5 C -4.41718 -1.75870 0.14497  C4 1.390, P6 1.865, C9 1.394
6 P -5.52801 -2.63274 1.36133  C5 1.865, O7 1.640, Cl8 2.088
7 O -5.36854 -1.69039 2.69409  P6 1.640, H20 0.968
8 Cl -7.45317 -2.31948 0.61699  P6 2.088
9 C -4.45130 -0.36640 0.08277  C5 1.394, C10 1.528, C13 1.388
10 C -5.35825 0.50186 0.95296  C9 1.528, O11 1.199, O12 1.353
11 O -6.52580 0.65448 0.72509  C10 1.199
12 O -4.72468 1.13072 1.96958  C10 1.353, H21 0.971
13 C -3.60114 0.29979 -0.78819  C9 1.388, C14 1.350, H22 1.083
14 C -2.77097 -0.43818 -1.55553  C13 1.350, N15 1.336, H23 1.084
15 N -2.76056 -1.77217 -1.48282  C4 1.355, C14 1.336, Cl16 1.714
16 Cl -1.63367 -2.59880 -2.47476  N15 1.714
17 H -1.21555 -5.10547 -0.59428  N1 1.023
18 H -1.36130 -3.67095 0.15034  N1 1.018
19 H -5.02938 -5.58040 -0.37671  O3 0.965
20 H -6.07376 -1.92414 3.31429  O7 0.968
21 H -3.88566 0.65808 2.09210  O12 0.971
22 H -3.55389 1.37875 -0.87162  C13 1.083
23 H -2.08846 0.03771 -2.25013  C14 1.084
24 C 2.77341 1.34937 1.09533  C25 1.524, H30 1.091, H31 1.090, H32 1.092
25 C 2.30910 0.58821 -0.14088  C24 1.524, C26 1.536, N29 1.465, H33 1.094
26 C 1.56658 1.45408 -1.16990  C25 1.536, O27 1.421, H34 1.094, H35 1.096
27 O 0.22415 1.75363 -0.81496  C26 1.421, C28 1.421
28 C 0.07634 2.84459 0.08365  O27 1.421, H36 1.092, H37 1.092, H38 1.091
29 N 1.48480 -0.54775 0.28033  C25 1.465, H39 1.018, H40 1.018
30 H 1.95546 1.56663 1.78382  C24 1.091
31 H 3.50536 0.75905 1.64678  C24 1.090
32 H 3.24955 2.29242 0.82022  C24 1.092
33 H 3.20553 0.20119 -0.63337  C25 1.094
34 H 1.49644 0.88621 -2.10280  C26 1.094
35 H 2.12289 2.36967 -1.40327  C26 1.096
36 H 0.82482 3.62050 -0.08946  C28 1.092
37 H 0.12048 2.49707 1.11780  C28 1.092
38 H -0.91308 3.27697 -0.07541  C28 1.091
39 H 1.26055 -1.09907 -0.54538  N29 1.018
40 H 0.58716 -0.17010 0.57544  N29 1.018
41 C -2.27885 -5.74697 -4.15179  C42 1.523, H47 1.090, H48 1.088, H49 1.092
42 C -0.78444 -5.71533 -4.44623  C41 1.523, C43 1.536, N46 1.470, H50 1.097
43 C -0.38352 -6.47554 -5.71987  C42 1.536, O44 1.411, H51 1.093, H52 1.097
44 O -0.36570 -7.87965 -5.57723  C43 1.411, C45 1.418
45 C -1.62681 -8.51567 -5.70842  O44 1.418, H53 1.093, H54 1.093, H55 1.089
46 N -0.06781 -6.20747 -3.26126  C42 1.470, H56 1.016, H57 1.017
47 H -2.60381 -6.70492 -3.74607  C41 1.090
48 H -2.50873 -4.98944 -3.40603  C41 1.088
49 H -2.86834 -5.53740 -5.04658  C41 1.092
50 H -0.50516 -4.66594 -4.59895  C42 1.097
51 H 0.64356 -6.19536 -5.96910  C43 1.093
52 H -1.00468 -6.18050 -6.57496  C43 1.097
53 H -2.26238 -8.01135 -6.44119  C45 1.093
54 H -2.13496 -8.57080 -4.74276  C45 1.093
55 H -1.44942 -9.53570 -6.04594  C45 1.089
56 H 0.93165 -6.09681 -3.40992  N46 1.016
57 H -0.19685 -7.21608 -3.22689  N46 1.017
58 C -2.58150 2.89499 6.39012  C59 1.525, H64 1.090, H65 1.090, H66 1.092
59 C -2.52928 1.37465 6.50295  C58 1.525, C60 1.537, N63 1.467, H67 1.093
60 C -1.44932 0.72931 5.62024  C59 1.537, O61 1.421, H68 1.093, H69 1.097
61 O -1.78039 0.65566 4.24027  C60 1.421, C62 1.414
62 C -1.54231 1.83876 3.50286  O61 1.414, H70 1.093, H71 1.093, H72 1.094
63 N -3.86264 0.83207 6.22114  C59 1.467, H73 1.017, H74 1.017
64 H -3.05761 3.22618 5.46666  C58 1.090
65 H -3.16015 3.31310 7.21322  C58 1.090
66 H -1.57991 3.32806 6.43548  C58 1.092
67 H -2.27961 1.13511 7.54021  C59 1.093
68 H -1.32542 -0.30718 5.94335  C60 1.093
69 H -0.47624 1.21745 5.75445  C60 1.097
70 H -0.66009 2.37873 3.85582  C62 1.093
71 H -2.42047 2.48922 3.53095  C62 1.093
72 H -1.37594 1.55000 2.46119  C62 1.094
73 H -3.85449 -0.17001 6.39255  N63 1.017
74 H -4.01843 0.90651 5.21893  N63 1.017
75 C -1.60082 6.31963 -4.55047  C76 1.525, H81 1.089, H82 1.090, H83 1.093
76 C -0.35645 5.49744 -4.23044  C75 1.525, C77 1.538, N80 1.465, H84 1.095
77 C -0.29824 5.01309 -2.77233  C76 1.538, O78 1.414, H85 1.095, H86 1.100
78 O 0.07107 6.00485 -1.83432  C77 1.414, C79 1.418
79 C -0.98280 6.85388 -1.41071  O78 1.418, H87 1.094, H88 1.091, H89 1.090
80 N 0.83091 6.27330 -4.59594  C76 1.465, H90 1.016, H91 1.017
81 H -1.54025 7.33319 -4.15549  C75 1.089
82 H -1.72647 6.40594 -5.62959  C75 1.090
83 H -2.50030 5.84721 -4.14842  C75 1.093
84 H -0.38599 4.60512 -4.86407  C76 1.095
85 H 0.48057 4.24667 -2.70405  C77 1.095
86 H -1.23982 4.53046 -2.47188  C77 1.100
87 H -1.93689 6.32144 -1.35538  C79 1.094
88 H -1.07255 7.71777 -2.07147  C79 1.091
89 H -0.73190 7.22348 -0.41664  C79 1.090
90 H 1.65666 5.69268 -4.47717  N80 1.016
91 H 0.94579 7.00393 -3.89796  N80 1.017
92 C 9.09565 -0.12472 3.48208  C93 1.525, H98 1.090, H99 1.090, H100 1.092
93 C 8.50529 1.01022 2.65146  C92 1.525, C94 1.537, N97 1.466, H101 1.094
94 C 6.97154 0.97006 2.55742  C93 1.537, O95 1.418, H102 1.094, H103 1.098
95 O 6.45957 -0.00258 1.66200  C94 1.418, C96 1.417
96 C 6.37076 -1.31209 2.19692  O95 1.417, H104 1.093, H105 1.092, H106 1.091
97 N 9.13366 1.00551 1.32710  C93 1.466, H107 1.016, H108 1.017
98 H 9.09580 -1.07360 2.94599  C92 1.090
99 H 10.13188 0.09649 3.73734  C92 1.090
100 H 8.54502 -0.25731 4.41596  C92 1.092
101 H 8.77160 1.94758 3.14874  C93 1.094
102 H 6.63436 1.93282 2.16247  C94 1.094
103 H 6.51182 0.85941 3.54837  C94 1.098
104 H 6.12162 -1.30135 3.26143  C96 1.093
105 H 7.30068 -1.86033 2.03334  C96 1.092
106 H 5.58048 -1.83727 1.65926  C96 1.091
107 H 8.81557 1.81872 0.80694  N97 1.016
108 H 8.74783 0.21986 0.80947  N97 1.017